Entry from the Open Molecules 2025 dataset: C28H29BCuN7O2S as an isolated structure at a distorted geometry (wB97M-V/def2-TZVPD).

The HOMO energy (alpha / beta) is -10.19 / -10.18 eV. As for the spin multiplicity: 2. The max |F| comes out at 3.52 eV/Å. Its expectation value of S² is 0.75. The energy above the lowest of the compared OMol25 structures with the same formula, charge and spin is 126.86 kJ/mol. As for the total charge: +1. The gap between HOMO and LUMO (alpha / beta) is 6.9 / 6.9 eV.

Geometry (Å):
Cu (-1.484, -0.505, -0.112)
N (0.165, -3.919, 1.781)
C (-0.236, -2.673, 1.595)
N (-1.261, -2.343, 0.820)
C (-1.935, -3.289, 0.078)
N (-2.945, -2.966, -0.688)
N (-2.871, -1.600, -0.963)
C (-3.686, -1.084, -1.785)
C (-3.401, 0.319, -2.157)
C (-4.108, 1.009, -3.069)
C (-3.897, 2.365, -3.166)
C (-2.956, 2.980, -2.383)
C (-2.200, 2.159, -1.512)
N (-2.386, 0.856, -1.456)
C (-1.606, -4.717, 0.302)
C (-2.304, -5.684, -0.378)
C (-1.915, -7.031, -0.140)
C (-0.844, -7.263, 0.656)
C (-0.074, -6.302, 1.353)
C (-0.514, -5.011, 1.182)
H (0.768, -4.079, 2.600)
H (0.354, -1.841, 2.029)
H (-4.426, -1.757, -2.179)
H (-5.022, 0.605, -3.530)
H (-4.577, 2.905, -3.796)
H (-2.795, 4.050, -2.416)
H (-1.368, 2.566, -0.944)
H (-3.155, -5.542, -1.021)
H (-2.473, -7.800, -0.580)
H (-0.525, -8.277, 0.871)
H (0.750, -6.572, 2.019)
C (2.251, 6.146, 3.181)
C (3.070, 4.953, 3.624)
C (4.484, 5.055, 3.061)
C (3.074, 5.005, 5.141)
C (2.436, 3.595, 3.213)
C (2.783, 2.394, 3.818)
C (2.273, 1.188, 3.431)
C (1.370, 1.138, 2.380)
O (0.601, 0.159, 1.911)
B (-0.213, 0.711, 0.860)
O (0.073, 2.061, 0.762)
C (1.127, 2.312, 1.718)
C (1.607, 3.520, 2.115)
H (2.625, 7.099, 3.593)
H (1.256, 5.969, 3.521)
H (2.196, 6.464, 2.133)
H (5.028, 5.745, 3.676)
H (4.506, 5.340, 1.991)
H (5.017, 4.092, 3.181)
H (3.643, 5.797, 5.545)
H (3.442, 4.092, 5.637)
H (2.028, 5.100, 5.488)
H (3.462, 2.410, 4.701)
H (2.657, 0.201, 3.929)
H (1.167, 4.426, 1.653)
C (-0.645, -0.160, -5.023)
N (-0.142, -1.502, -4.934)
C (0.097, -2.399, -6.031)
C (0.747, -3.531, -5.556)
N (0.789, -3.305, -4.207)
C (0.305, -2.113, -3.815)
S (0.229, -1.479, -2.183)
H (-1.299, -0.130, -5.870)
H (0.051, 0.682, -5.035)
H (-1.305, -0.036, -4.105)
H (-0.283, -2.262, -7.030)
H (1.095, -4.475, -5.951)
H (1.328, -3.819, -3.535)